The following is a quantum chemistry calculation of an isolated molecule of C28H43N5O3 at a distorted geometry, from the OMol25 dataset.

```
79
Properties=species:S:1:pos:R:3:forces:R:3
C 2.910305 2.876745 -2.949674 0.02 -0.25 -0.15
C 2.987258 1.358360 -2.857342 -0.12 0.15 0.25
C 2.842537 0.863519 -1.420139 0.03 -0.29 -0.35
C 2.882588 -0.666035 -1.356653 0.01 0.34 0.15
N 3.121299 -1.146267 -0.007989 -0.05 0.03 -0.01
C 3.856763 -2.395045 0.044072 -0.17 -0.17 -0.12
C 3.158408 -3.630966 -0.545875 0.36 0.16 0.23
C 4.056070 -4.862375 -0.470170 -0.30 0.02 -0.12
C 3.376107 -6.097347 -1.049065 0.21 0.11 0.12
C 1.940648 -1.089875 0.833029 0.04 -0.08 0.16
C 2.288969 -1.089257 2.323899 0.10 0.24 -0.27
C 3.273808 0.019289 2.677729 0.26 -0.23 0.20
N 2.679092 1.323140 2.488241 -0.26 -0.46 0.15
C 3.340185 2.358972 1.963339 -0.44 0.55 0.00
O 4.516901 2.376724 1.672601 0.43 0.08 -0.10
C 2.447466 3.612773 1.809470 0.60 -0.13 0.36
N 1.252418 3.340520 1.065151 -0.35 0.20 -0.55
C 0.884212 3.880752 -0.118591 -0.31 -0.12 0.02
C -0.306390 3.296585 -0.478399 0.22 0.04 0.19
C -0.579219 2.388883 0.572397 0.59 0.66 -0.32
N 0.369515 2.434180 1.495049 -0.48 -0.32 0.40
C -1.794062 1.622104 0.528507 -0.85 -0.09 -0.53
C -2.735567 1.975117 -0.408052 0.76 -0.02 0.47
O -3.810218 1.181741 -0.318871 -0.08 0.18 -0.20
C -3.567522 0.283866 0.687763 1.07 0.05 0.71
C -4.555978 -0.722927 1.090204 -0.38 -0.10 -0.16
O -4.337978 -1.473881 2.035580 0.21 0.01 0.06
N -5.720651 -0.806106 0.409758 -0.11 -0.10 0.07
C -6.180985 -0.025142 -0.720551 -0.03 0.46 -0.53
C -7.506347 -0.678625 -1.114291 0.02 0.04 0.13
C -8.015750 -1.245411 0.208549 0.14 -0.05 -0.09
C -6.733181 -1.748838 0.857345 -0.12 -0.31 0.36
C -2.327326 0.520011 1.247004 -0.74 -0.16 -0.32
C -1.653140 -0.203987 2.351840 -0.11 -0.07 0.14
C -2.643857 3.128201 -1.349350 -0.19 -0.05 -0.03
C -1.170972 3.413284 -1.691946 0.02 -0.03 -0.05
H 3.069879 3.207725 -3.973602 0.01 0.13 -0.07
H 1.934381 3.228113 -2.622754 -0.10 0.08 0.03
H 3.671095 3.329764 -2.318060 0.07 0.13 0.08
H 2.199318 0.916348 -3.473102 0.03 -0.06 -0.09
H 3.946372 1.021679 -3.256788 0.00 -0.08 -0.05
H 1.902315 1.235925 -1.008631 -0.08 0.09 0.11
H 3.656877 1.256086 -0.809318 0.03 0.03 0.08
H 1.952552 -1.075780 -1.787612 0.08 -0.04 -0.06
H 3.714144 -1.006207 -1.978446 -0.02 -0.05 -0.05
H 4.110309 -2.595801 1.087156 0.11 -0.05 0.01
H 4.798177 -2.233237 -0.490296 0.04 -0.05 0.07
H 2.234581 -3.829288 0.001519 -0.10 -0.02 -0.04
H 2.895837 -3.438508 -1.588418 -0.09 0.00 -0.05
H 4.981815 -4.667893 -1.016869 0.08 0.02 0.06
H 4.322544 -5.050302 0.572651 0.09 0.02 0.03
H 2.461046 -6.319932 -0.504251 -0.11 -0.06 0.02
H 3.120615 -5.937229 -2.094448 -0.05 -0.03 -0.11
H 4.032489 -6.962120 -0.984971 -0.01 -0.14 -0.04
H 1.237096 -1.915607 0.627058 -0.03 0.09 -0.02
H 1.422529 -0.157372 0.602686 -0.08 -0.02 -0.01
H 2.720207 -2.047244 2.614187 -0.04 -0.04 0.09
H 1.368876 -0.955676 2.897032 -0.06 -0.10 0.07
H 3.588838 -0.085250 3.723511 0.05 -0.04 -0.13
H 4.156224 -0.038011 2.036141 -0.06 -0.02 0.13
H 1.669170 1.404201 2.569673 0.20 0.06 -0.03
H 2.186392 3.963833 2.814454 0.00 0.03 -0.15
H 3.019832 4.385534 1.295170 -0.08 -0.16 0.05
H 1.480657 4.629992 -0.598067 0.18 0.14 -0.09
H -6.331877 1.019618 -0.424295 0.00 -0.08 -0.13
H -5.454175 -0.047179 -1.535611 -0.14 0.07 0.06
H -7.328028 -1.490162 -1.820781 0.00 -0.01 -0.04
H -8.194685 0.032136 -1.567020 0.02 0.00 -0.08
H -8.457177 -0.451661 0.812397 -0.03 0.01 0.04
H -8.751215 -2.035485 0.075602 -0.05 -0.01 0.05
H -6.478943 -2.757579 0.510897 -0.06 0.01 0.09
H -6.761417 -1.764537 1.948386 -0.02 -0.07 -0.12
H -1.123605 0.506251 2.983191 0.09 0.01 0.07
H -2.383998 -0.762160 2.928709 0.10 -0.03 0.05
H -0.927645 -0.905784 1.940969 0.11 -0.07 0.02
H -3.084020 4.008292 -0.865752 -0.03 -0.01 -0.05
H -3.217276 2.927905 -2.255703 -0.01 0.04 0.02
H -0.828328 2.680060 -2.431423 -0.06 0.05 -0.04
H -1.077180 4.403834 -2.139740 -0.03 -0.07 -0.06
```
Positions in Å, forces in eV/Å.

The calculation puts the molecular weight at 497.7 g mol⁻¹. The value obtained for the total energy is -1592.27181 Ha. The energy relative to the best compared isomer or geometry (same formula, charge and spin) comes out at 3.2 kcal/mol. The strongest force on any atom comes out at 0.0250 hartree/bohr. The SMILES is CCCCN(CCCC)CCCNC(=O)Cn1cc2c(n1)-c1c(oc(C(=O)N3CCCC3)c1C)CC2.